1.
Entry from the OMol25 dataset: Cl2H3N2P in the gas phase in a non-equilibrium geometry (wB97M-V/def2-TZVPD).

* energy relative to the best compared isomer or geometry (same formula, charge and spin): 0.253 eV
* total charge: 0
* maximum force: 0.07725 hartree/bohr
* HOMO energy: -9.58 eV

Element x y z (Å)
N (0.950, -0.333, 1.323)
P (0.025, 0.755, 0.627)
N (-0.483, 0.035, -0.771)
Cl (-1.719, 1.088, 1.437)
Cl (0.600, 2.730, 0.230)
H (1.479, -0.227, 2.198)
H (0.104, -0.589, -1.341)
H (-1.132, 0.458, -1.302)

2.
Entry from the OMol25 dataset: 2 unconnected molecules or ions with the total composition Cl2H3N3 in a non-equilibrium geometry (wB97M-V/def2-TZVPD).

* energy relative to the best compared isomer or geometry (same formula, charge and spin): 0.417 eV
* total charge: 0
* maximum force: 0.09707 hartree/bohr
* HOMO energy (spin up / spin down): -9.60 / -9.60 eV

Element x y z (Å)
N (-0.355, 0.842, -0.529)
N (0.730, 0.297, 0.029)
N (1.476, -0.407, -0.682)
Cl (2.867, -0.821, 0.190)
Cl (-2.974, -1.138, 0.117)
H (-1.849, -0.485, -0.196)
H (-0.981, 1.244, 0.160)
H (1.086, 0.468, 0.911)

3.
Entry from the OMol25 dataset: 2 unconnected molecules or ions with the total composition Cl2H4Si2 in a non-equilibrium geometry (wB97M-V/def2-TZVPD).

* energy relative to the best compared isomer or geometry (same formula, charge and spin): 2.970 eV
* total charge: 0
* maximum force: 0.06201 hartree/bohr
* HOMO energy (spin up / spin down): -7.88 / -8.35 eV

Element x y z (Å)
Si (1.920, 0.157, -0.559)
Si (-1.536, 0.179, 0.747)
Cl (-2.081, -1.534, -0.292)
Cl (-2.276, 1.742, -0.300)
H (2.057, -0.318, 0.797)
H (1.189, -0.893, -1.215)
H (2.909, 0.903, -1.157)
H (-2.182, -0.236, 1.979)

4.
Entry from the OMol25 dataset: 2 unconnected molecules or ions with the total composition Cl2H4Si2 in a non-equilibrium geometry (wB97M-V/def2-TZVPD).

* energy relative to the best compared isomer or geometry (same formula, charge and spin): 1.721 eV
* total charge: 0
* maximum force: 0.04158 hartree/bohr
* HOMO energy: -9.25 eV

Element x y z (Å)
Si (0.690, 0.655, -0.488)
Si (-2.625, -0.424, 0.258)
Cl (-4.723, -0.738, -0.008)
Cl (-0.378, 2.363, -0.187)
H (0.224, -0.349, -1.502)
H (1.998, 1.202, -0.947)
H (0.672, -0.356, 0.723)
H (-2.989, 0.142, 1.721)

5.
Entry from the OMol25 dataset: 2 unconnected molecules or ions with the total composition Cl2HO2P in a non-equilibrium geometry (wB97M-V/def2-TZVPD).

* energy relative to the best compared isomer or geometry (same formula, charge and spin): 4.484 eV
* total charge: 0
* maximum force: 0.06439 hartree/bohr
* HOMO energy (spin up / spin down): -8.99 / -8.99 eV

Element x y z (Å)
O (0.712, -0.687, 1.452)
O (0.170, 0.769, -1.290)
P (-0.572, -0.493, -0.643)
Cl (-0.341, -0.690, 2.706)
Cl (-0.480, 2.368, -1.111)
H (0.511, -1.266, -1.113)

6.
Entry from the OMol25 dataset: Cl2HO2P in the gas phase in a non-equilibrium geometry (wB97M-V/def2-TZVPD).

* energy relative to the best compared isomer or geometry (same formula, charge and spin): 0.818 eV
* total charge: 0
* maximum force: 0.07213 hartree/bohr
* HOMO energy (spin up / spin down): -10.42 / -10.42 eV

Element x y z (Å)
O (0.777, -0.987, 1.959)
O (-1.638, 0.675, -1.201)
P (-0.294, 1.222, -1.182)
Cl (0.705, 0.394, 0.797)
Cl (0.675, 0.033, -2.489)
H (-0.226, -1.338, 2.115)

7.
Entry from the OMol25 dataset: a molecular structure, Cl2K (wB97M-V/def2-TZVPD).

* energy relative to the best compared isomer or geometry (same formula, charge and spin): 2.129 eV
* total charge: -1
* maximum force: 0.00902 hartree/bohr
* HOMO energy: -4.69 eV

Element x y z (Å)
K (-0.102, -0.115, -0.432)
Cl (2.036, 4.226, -1.823)
Cl (-1.934, -4.111, 2.255)

8.
Entry from the OMol25 dataset: a molecular structure, Cl2MnO8 in a non-equilibrium geometry (wB97M-V/def2-TZVPD).

* spin multiplicity: 7
* energy relative to the best compared isomer or geometry (same formula, charge and spin): 0.000 eV
* <S²>: 12.00
* total charge: -1
* maximum force: 0.12228 hartree/bohr
* HOMO energy (spin up / spin down): -5.03 / -5.03 eV

Element x y z (Å)
Mn (3.758, -1.135, 0.475)
Cl (-1.445, 1.462, -1.665)
O (-1.061, 2.602, -2.294)
O (-0.823, 1.411, -0.332)
O (-2.894, 1.263, -1.718)
O (-0.946, 0.359, -2.427)
Cl (0.603, -1.148, 1.568)
O (-0.262, -1.409, 0.445)
O (1.829, -1.984, 1.318)
O (1.232, 0.113, 1.701)
O (0.008, -1.534, 2.930)

9.
Entry from the OMol25 dataset: 2 unconnected molecules or ions with the total composition Cl2NO2S in a non-equilibrium geometry (wB97M-V/def2-TZVPD).

* energy relative to the best compared isomer or geometry (same formula, charge and spin): 0.104 eV
* total charge: -1
* maximum force: 0.05143 hartree/bohr
* HOMO energy (spin up / spin down): -3.64 / -3.64 eV

Element x y z (Å)
N (0.668, 0.752, -0.671)
O (-0.575, -0.408, 1.902)
O (-2.254, -0.332, 0.098)
S (-0.881, -0.766, 0.518)
Cl (0.999, -0.325, -2.047)
Cl (2.043, 1.079, 0.199)

10.
Entry from the OMol25 dataset: Cl2O2 in the gas phase in a non-equilibrium geometry (wB97M-V/def2-TZVPD).

* energy relative to the best compared isomer or geometry (same formula, charge and spin): 0.248 eV
* total charge: 0
* maximum force: 0.03217 hartree/bohr
* HOMO energy: -10.84 eV

Element x y z (Å)
Cl (1.978, -0.447, 0.070)
O (0.582, 0.371, -0.411)
O (-0.571, 0.437, 0.460)
Cl (-1.990, -0.361, -0.119)

11.
Entry from the OMol25 dataset: 2 unconnected molecules or ions with the total composition Cl2O4S2 in a non-equilibrium geometry (wB97M-V/def2-TZVPD).

* energy relative to the best compared isomer or geometry (same formula, charge and spin): 0.805 eV
* total charge: 0
* maximum force: 0.03667 hartree/bohr
* HOMO energy (spin up / spin down): -10.62 / -10.63 eV

Element x y z (Å)
O (-2.252, -1.093, 0.687)
O (-1.203, -0.422, -1.541)
O (1.671, -0.411, 1.696)
O (1.961, -1.061, -0.784)
S (-1.482, -0.214, -0.162)
S (1.438, -0.287, 0.298)
Cl (-1.938, 1.869, 0.117)
Cl (1.805, 1.618, -0.310)

12.
Entry from the OMol25 dataset: Cl2P2S in the gas phase in a non-equilibrium geometry (wB97M-V/def2-TZVPD).

* energy relative to the best compared isomer or geometry (same formula, charge and spin): 1.021 eV
* total charge: 0
* maximum force: 0.04380 hartree/bohr
* HOMO energy: -8.74 eV

Element x y z (Å)
S (2.242, -1.014, -0.964)
P (0.980, -0.756, 0.487)
P (-0.358, 1.181, 0.234)
Cl (-1.170, 0.430, -1.387)
Cl (-1.694, 0.159, 1.630)

13.
Entry from the OMol25 dataset: a molecular structure, Cl3Cu (wB97M-V/def2-TZVPD).

* spin multiplicity: 2
* energy relative to the best compared isomer or geometry (same formula, charge and spin): 4.626 eV
* <S²>: 0.78
* total charge: -1
* maximum force: 0.01273 hartree/bohr
* HOMO energy (spin up / spin down): -4.92 / -4.95 eV

Element x y z (Å)
Cu (0.932, 1.284, -0.096)
Cl (1.248, -0.592, 3.900)
Cl (1.031, -0.620, -4.299)
Cl (-3.211, -0.072, 0.494)

14.
Entry from the OMol25 dataset: 2 unconnected molecules or ions with the total composition Cl3H2NP in a non-equilibrium geometry (wB97M-V/def2-TZVPD).

* energy relative to the best compared isomer or geometry (same formula, charge and spin): 3.250 eV
* total charge: +1
* maximum force: 0.10543 hartree/bohr
* HOMO energy: -15.87 eV

Element x y z (Å)
N (0.209, 0.417, 0.251)
P (2.599, 0.008, -0.074)
Cl (3.390, 0.160, 1.688)
Cl (3.040, -1.850, -0.649)
Cl (3.216, 1.518, -1.138)
H (0.471, 0.196, 1.293)
H (-0.254, -0.367, -0.167)

15.
Entry from the OMol25 dataset: 3 unconnected molecules or ions with the total composition Cl3O12 in a non-equilibrium geometry (wB97M-V/def2-TZVPD).

* energy relative to the best compared isomer or geometry (same formula, charge and spin): 1.385 eV
* total charge: -3
* maximum force: 0.16360 hartree/bohr
* HOMO energy: -1.75 eV

Element x y z (Å)
Cl (2.850, -1.577, -4.295)
O (1.533, -2.035, -4.150)
O (2.697, -0.255, -4.008)
O (3.760, -2.290, -3.304)
O (3.156, -1.903, -5.630)
Cl (-1.857, -2.863, 3.749)
O (-2.283, -3.965, 3.094)
O (-0.487, -2.767, 4.182)
O (-2.252, -1.709, 2.926)
O (-2.630, -2.785, 4.970)
Cl (-0.929, 4.442, 0.507)
O (-1.912, 4.202, -0.431)
O (0.073, 3.541, 0.176)
O (-0.375, 5.876, 0.422)
O (-1.344, 4.090, 1.794)

16.
Entry from the OMol25 dataset: Cl3O2PS in the gas phase in a non-equilibrium geometry (wB97M-V/def2-TZVPD).

* energy relative to the best compared isomer or geometry (same formula, charge and spin): 1.513 eV
* total charge: 0
* maximum force: 0.12102 hartree/bohr
* HOMO energy: -10.34 eV

Element x y z (Å)
O (1.166, -1.674, 0.132)
O (-1.447, 1.706, -0.770)
P (0.753, -0.315, 0.279)
S (-0.855, 0.279, -1.265)
Cl (0.130, 0.236, 2.108)
Cl (2.233, 0.870, -0.192)
Cl (-1.979, -1.102, -0.292)

17.
Entry from the OMol25 dataset: a gas-phase ion, Cl3O3SSi (charge -1) in a non-equilibrium geometry (wB97M-V/def2-TZVPD).

* energy relative to the best compared isomer or geometry (same formula, charge and spin): 0.357 eV
* total charge: -1
* maximum force: 0.06216 hartree/bohr
* HOMO energy: -5.76 eV

Element x y z (Å)
O (0.083, 0.159, -0.398)
O (-1.624, 1.833, 0.618)
O (-0.327, 2.821, -1.109)
Si (0.655, -1.165, 0.196)
S (-1.182, 1.715, -0.736)
Cl (2.578, -1.095, 0.586)
Cl (0.116, -2.733, -1.053)
Cl (-0.298, -1.536, 1.895)

18.
Entry from the OMol25 dataset: 2 unconnected molecules or ions with the total composition Cl4N4 in a non-equilibrium geometry (wB97M-V/def2-TZVPD).

* energy relative to the best compared isomer or geometry (same formula, charge and spin): 2.518 eV
* total charge: 0
* maximum force: 0.07503 hartree/bohr
* HOMO energy (spin up / spin down): -9.32 / -9.98 eV

Element x y z (Å)
N (-0.913, 0.632, -0.040)
N (-1.120, 1.752, -0.357)
N (-0.925, -0.460, 0.228)
N (2.132, -1.102, -0.073)
Cl (-0.013, 3.016, -0.185)
Cl (-2.439, -1.540, 0.357)
Cl (3.597, -0.892, 0.761)
Cl (1.794, -2.746, -0.312)

19.
Entry from the OMol25 dataset: a molecular structure, Cl4Na3O16 in a non-equilibrium geometry (wB97M-V/def2-TZVPD).

* total charge: -1
* maximum force: 0.16056 hartree/bohr
* HOMO energy: -5.31 eV

Element x y z (Å)
Na (0.937, 0.292, 5.139)
Na (-1.008, 0.064, -0.376)
Na (-0.227, -3.419, 2.005)
Cl (1.623, -0.356, 1.779)
O (2.376, -0.328, 0.583)
O (1.108, 0.921, 2.111)
O (0.472, -1.186, 1.448)
O (2.331, -0.979, 2.902)
Cl (0.168, 4.290, 0.492)
O (-0.906, 5.054, 0.078)
O (1.202, 4.523, -0.538)
O (0.725, 4.867, 1.724)
O (-0.041, 2.898, 0.377)
Cl (0.895, -0.480, -3.126)
O (2.260, -0.458, -3.626)
O (0.358, 0.847, -3.153)
O (0.173, -1.557, -3.809)
O (0.775, -1.092, -1.787)
Cl (-2.653, -2.808, -0.398)
O (-2.849, -4.005, -1.219)
O (-3.277, -2.776, 0.918)
O (-1.275, -2.619, -0.362)
O (-3.167, -1.694, -1.161)

20.
Entry from the OMol25 dataset: a molecular structure, Cl5NP2 in a non-equilibrium geometry (wB97M-V/def2-TZVPD).

* energy relative to the best compared isomer or geometry (same formula, charge and spin): 2.977 eV
* total charge: 0
* maximum force: 0.08259 hartree/bohr
* HOMO energy (spin up / spin down): -9.45 / -9.45 eV

Element x y z (Å)
N (-1.028, 0.973, -0.566)
P (-0.015, 2.101, -0.490)
P (-0.409, -0.999, 0.260)
Cl (1.083, 1.950, 1.165)
Cl (1.493, 1.691, -1.795)
Cl (-2.220, -1.751, 0.673)
Cl (0.258, -2.318, -1.063)
Cl (0.838, -1.647, 1.815)

The calculation returns the following total energy values, one per record and in order: -1373.102444 -1086.314880 -1501.706384 -1501.752278 -1412.620664 -1412.755395 -1520.402913 -2672.739311 -1523.792012 -1070.633558 -2017.607661 -2001.303942 -3020.952870 -1777.569797 -2282.650655 -2270.625755 -2294.273721 -2059.485782 -3530.577568 -3038.451569 Eh.